No. 1
Entry from OMol25: C18H22N6O7W as an isolated structure (ωB97M-V/def2-TZVPD).

CARTESIAN COORDINATES (ANGSTROEM)
O: 1.04082 -0.40362 1.06709
C: 3.04979 0.90431 1.13486
H: 5.67611 1.73874 -0.58709
H: -1.23983 -4.35808 -1.33590
H: 1.31309 -3.93708 -1.41502
H: 3.95120 0.08160 -2.01973
N: -5.96692 0.23478 0.58491
W: -0.41714 -0.13979 -0.34712
O: 0.72703 1.75878 -0.35074
C: -4.36270 2.47201 -0.64860
C: 4.06502 0.29422 -0.96094
O: -0.30095 -1.94293 -0.81079
C: 3.99769 -0.31465 1.09055
C: -5.09124 -0.09486 1.26937
C: 5.47735 0.67134 -0.48909
H: -4.18688 0.31842 -3.17200
C: -3.62126 3.00297 0.34997
H: 1.49583 -4.54746 0.23922
N: -1.87707 1.55175 -0.29261
H: -5.37774 0.05823 -1.87095
O: 1.31816 0.16339 -1.68186
N: -1.53890 2.79192 1.58967
O: 1.14122 1.28801 2.52324
H: 3.45805 1.71158 1.73848
H: 6.22590 0.13259 -1.06690
C: 3.05726 1.30131 -0.39986
C: -2.31920 2.46020 0.57053
C: -4.78998 0.80039 -2.40905
H: 6.13597 -0.63572 1.14203
C: 1.27884 -3.66037 -0.35889
H: -5.45169 1.53381 -2.86292
C: -0.08962 -3.10895 -0.01425
C: 1.66262 1.10261 -0.91612
H: -5.37752 2.78725 -0.84025
H: -0.10744 -2.81027 1.04030
N: -3.89744 1.48657 -1.47255
C: -2.64331 1.01142 -1.24826
H: 2.04904 -2.90880 -0.18287
H: -0.66759 2.29096 1.76687
H: 5.67119 0.97325 1.70357
C: 1.64970 0.60110 1.65627
N: -4.10858 -0.46463 2.07650
H: 3.81040 -1.06404 1.85481
N: -1.88710 -0.68147 1.07412
H: -2.17461 -3.63479 -0.01640
H: 3.33748 2.34655 -0.52632
O: -2.12745 0.03060 -1.83594
H: -1.08990 -4.99500 0.31282
C: -1.21825 -4.08780 -0.27850
C: 5.44310 0.18851 0.98301
C: -2.95311 -0.57706 1.53791
H: -1.89335 3.38778 2.31672
H: -4.02920 3.76926 0.99008
O: 3.77313 -0.87878 -0.20141

Computed properties:
* Kohn-Sham gap (alpha / beta): 7.6 / 8.9 eV
* relative energy (zero: lowest compared OMol25 entry of this formula, charge and spin): 0.208 eV
* max |F|: 0.319 eV Å⁻¹
* HOMO (alpha / beta): -7.7 / -9.2 eV
* multiplicity: 3
* charge: 0

Here are the natural (NBO) charges for atoms 1 to 2, given in e: number 1, O, carries -0.770; number 2, C, carries -0.325

***

No. 2
Entry from OMol25: C55H39BiNO6P2S4Sb as an isolated structure in a non-equilibrium geometry (ωB97M-V/def2-TZVPD).

CARTESIAN COORDINATES (ANGSTROEM)
H: -5.98915 -0.36312 4.77049
H: 4.93063 -2.65886 -4.73691
C: 2.00071 -0.20575 -4.28619
C: -4.94568 -1.38174 -3.07182
H: 2.88405 0.92417 -5.86963
C: -0.67446 2.20531 -2.37386
C: -5.93161 0.61453 2.87070
C: -0.10879 1.61172 6.06196
C: -3.96894 1.33851 -0.68185
C: -3.30093 -0.38946 2.66280
S: 3.70610 1.54767 -2.08757
C: 0.36800 4.86768 0.79830
O: 2.99562 2.34549 0.79479
H: 1.32494 -6.69456 0.05223
C: -0.00743 -5.32843 -0.92837
C: -1.33920 -4.65138 5.14243
H: -5.68411 -2.81642 -5.51087
H: -7.23750 3.12801 1.45212
S: 6.34107 1.69052 0.90811
H: -0.79569 -3.14080 -6.52309
H: 0.73932 1.57446 6.73178
S: -1.98012 -0.62655 -0.38307
C: -5.14945 0.83343 1.71925
H: -5.64299 2.62545 -1.11164
H: -2.05448 4.45768 -1.53640
C: -0.65306 -1.77744 -3.38929
O: -1.61961 6.15602 0.40268
H: -0.85147 -6.00646 -0.89772
C: -2.48594 -2.38871 -5.46177
C: -5.18877 1.97076 -0.37929
H: -7.95855 1.72678 0.67042
Bi: 1.90421 0.83327 -0.54498
H: -1.29442 -5.60739 5.64881
H: 3.21739 -3.11494 -3.04645
H: -2.76994 3.54413 5.29203
C: -2.78364 -1.03211 -1.97164
C: -1.16311 4.27529 -0.95563
C: 0.92449 -3.19340 -1.56457
N: 0.75531 2.96315 -0.54308
C: 1.13023 3.77532 0.43310
C: 4.02277 -0.83718 -5.41065
H: 0.47590 -0.14900 5.00211
H: -0.90409 3.42069 6.90351
C: 3.14341 -2.21982 -3.64671
C: -3.66761 -2.62062 -6.36557
C: -0.25644 0.64136 5.08559
C: -5.42222 -0.15246 3.87259
H: -5.28410 -1.18490 -6.04443
H: 4.78356 -0.64091 -6.15490
C: -1.41829 -4.59421 3.75867
C: -1.45264 -2.18048 3.84495
S: 3.48055 -0.83393 0.76989
P: -1.48930 -0.61603 2.87368
C: -7.25323 1.32253 2.71041
H: -1.52681 -3.32225 2.03547
H: -1.23351 6.64380 1.13854
H: 2.93383 -2.85471 -0.87137
O: -2.26273 -1.89282 0.35482
H: 3.21285 -5.09226 0.06919
C: 2.95929 0.03927 -5.25144
H: -4.67434 -0.80433 -1.05128
H: 0.72240 5.50323 1.59953
H: -1.43954 -5.50554 3.17466
H: -1.34574 -1.34296 5.82509
C: -0.80818 5.11517 0.09688
C: -3.85762 0.28816 1.51963
H: -3.02216 1.85300 3.55560
C: -7.15967 2.04432 1.34366
C: -1.02058 2.65209 6.15203
C: -5.80936 1.66340 0.79152
C: -2.06519 2.72295 5.24705
C: -4.10141 -0.61429 3.76031
H: -3.53981 -2.10511 -7.31871
C: -1.46630 -3.36982 3.11310
C: -2.05960 -1.50161 -3.14593
C: -1.31289 -3.47523 5.87446
H: -8.07107 0.59859 2.71614
C: 2.26748 -4.81591 -0.37923
C: -0.35360 3.19375 -1.24080
P: 0.73520 -1.48502 -2.22342
C: -4.32714 -1.73029 -4.22233
C: -3.33254 0.48462 0.18720
C: -4.87774 -2.08465 -5.57672
H: -3.67646 -1.14586 4.60229
C: -2.20807 1.75738 4.26282
C: -0.29032 -2.36841 -4.58350
C: 1.20798 -5.70952 -0.38113
Sb: 5.16447 0.32312 -0.49492
C: -0.14799 -4.08352 -1.52153
C: -1.37156 -2.24651 5.23367
C: 2.48149 3.48638 1.08226
C: -1.33095 0.67416 4.19469
C: -2.91993 -1.83594 -4.23974
H: -7.42893 2.02638 3.52601
C: -1.17314 -2.67629 -5.62101
H: 1.18128 0.48508 -4.14090
C: 2.07988 -1.34082 -3.47457
H: -6.02392 -1.35715 -2.98231
H: -3.77919 -3.68550 -6.58161
O: 2.96768 4.35550 1.78524
C: 4.10985 -1.96380 -4.61065
O: -1.56152 2.51641 -3.16609
H: -1.24766 -3.50816 6.95494
H: 0.75299 -2.60500 -4.73968
C: -4.15748 -1.05601 -1.96510
H: -1.10530 -3.80119 -1.93884
O: 0.00328 1.13211 -2.34534
H: -3.54808 1.49836 -1.66565
C: 2.11864 -3.55934 -0.94255

Computed properties:
* Kohn-Sham gap (alpha / beta): 6.9 / 5.6 eV
* relative energy (zero: lowest compared OMol25 entry of this formula, charge and spin): 1.679 eV
* max |F|: 1.275 eV Å⁻¹
* HOMO (alpha / beta): -5.0 / -5.1 eV
* multiplicity: 2
* charge: -1

Here are the Löwdin charges for atoms 1 to 2, given in e: number 1, H, carries 0.112; number 2, H, carries 0.099

***

No. 3
Entry from OMol25: one molecule with the formula CH3I2NO in a non-equilibrium geometry (ωB97M-V/def2-TZVPD).

CARTESIAN COORDINATES (ANGSTROEM)
H: -0.94694 0.41949 1.00556
H: -1.66595 -0.45428 -0.29070
H: -1.10213 -1.53294 0.98032
O: 0.24537 -0.59448 -0.13489
N: 0.75960 0.78612 -0.56356
I: 1.73221 0.43808 -2.39599
C: -1.00381 -0.46639 0.46710
I: 1.98165 1.40440 0.93217

Computed properties:
* Kohn-Sham gap: 8.0 eV
* relative energy (zero: lowest compared OMol25 entry of this formula, charge and spin): 0.783 eV
* max |F|: 4.280 eV Å⁻¹
* HOMO: -9.2 eV
* charge: 0

Here are the natural (NBO) charges for atoms 1 to 2, given in e: number 1, H, carries 0.188; number 2, H, carries 0.172

***

No. 4
Entry from OMol25: C58H137N11O23 as an isolated structure in a non-equilibrium geometry (ωB97M-V/def2-TZVPD).

CARTESIAN COORDINATES (ANGSTROEM)
C: -0.27268 4.18246 -5.14802
H: -5.96184 -3.30637 -0.76677
C: -0.46996 7.21604 -5.36290
O: 0.16425 -2.57077 -4.53614
N: 3.25810 -5.98715 -0.73556
H: -3.27253 5.44209 -5.94193
C: -2.58067 5.95647 -5.26180
H: 0.97043 -2.10002 0.07265
H: 2.32382 -4.12599 -1.41318
O: 4.84477 -0.47968 4.95740
C: -2.92989 1.93710 1.37853
H: 0.18945 5.55584 -1.28529
H: -3.87071 1.77643 3.69326
H: -5.89206 -2.90910 3.88541
H: -6.28267 -3.51466 6.88452
H: 2.19655 7.83044 2.20867
H: -6.44176 0.11149 7.82140
H: 3.58042 -6.23116 -3.33451
H: -4.11489 -7.59734 3.56079
C: -5.74580 -1.86790 8.21161
H: -4.30926 -2.37228 2.48231
H: 5.57396 1.36192 2.66265
C: 3.18155 -1.60495 3.13274
H: -7.23614 -1.12996 6.86584
H: 1.30099 -1.02549 -1.94515
H: 0.75760 0.99963 -5.41234
C: 4.58090 -0.53390 -4.47555
H: -5.33195 -4.46997 -3.51579
C: -0.98215 -4.72381 -1.19226
H: -3.82115 -2.28409 -0.21963
H: -3.05019 3.88558 0.53224
C: 2.10210 -4.88385 2.08187
N: -1.91610 -7.18711 1.63503
H: 5.25367 6.27452 -1.42047
H: -0.14652 8.28785 -8.00756
H: -3.57326 -6.19981 4.44955
N: 4.14659 -1.56946 -3.56172
H: -3.52764 -2.48827 6.67454
C: 4.48597 -0.98473 -5.90579
H: -6.62423 -1.28603 3.99917
C: -1.12002 -6.35738 0.65530
C: 2.56593 5.81807 3.03619
N: -2.25898 2.43264 2.59805
H: 2.67874 7.83297 3.92291
H: -1.92886 -2.64016 1.81186
H: -1.76161 1.69608 3.21950
H: 6.14263 -0.49224 0.23902
H: -3.24590 5.06627 -3.55022
H: -0.03517 6.67320 -8.66773
H: -4.32726 -3.63090 5.51599
H: -0.59539 -7.11180 0.06052
H: 5.21554 -1.78969 -5.99037
H: -0.25600 -1.82014 -4.08977
C: -5.31269 -0.47968 6.13170
C: -2.74588 2.87155 0.27123
H: -3.27201 -0.93447 -1.23781
H: -2.85851 2.98354 4.56830
C: -0.74328 7.41353 -8.28719
H: -0.15679 -7.54879 2.70390
C: -6.27057 -0.81846 7.28117
C: 1.44460 6.29444 -0.72808
H: 3.29024 0.34855 2.33439
N: -5.87553 -3.30231 -1.77027
H: 0.40166 7.36111 -6.00929
H: -0.86748 -9.46732 4.04833
C: -5.66392 -4.63213 -2.48011
H: -6.61982 -5.15094 -2.45213
H: -0.58692 -1.51743 -0.51282
H: -1.67991 2.86601 0.05296
H: 3.50355 -1.39008 -6.12076
C: -1.97555 -5.37662 -0.11588
H: -5.72500 0.22209 5.39761
C: -4.61771 -2.40654 -2.08466
O: 2.42840 6.43053 -0.03035
H: -1.87160 7.03074 -10.09657
H: 5.61919 7.90403 -1.10612
H: 6.69831 6.72509 2.47432
H: 3.81231 -4.00238 -0.43975
H: -1.43199 -7.16144 4.83289
C: 6.07672 7.23937 1.72122
H: 0.92153 2.41404 -2.60559
O: -0.67787 0.80672 -1.29076
C: -4.13405 -1.54141 -0.95981
H: -0.36442 -5.84945 1.28882
H: -2.40344 6.12025 -7.76836
H: 4.43700 -2.48222 -3.90718
H: 0.17908 -0.73936 0.90169
C: 0.22918 0.93806 3.82657
H: 5.62223 -0.25945 -4.25886
C: 5.71802 3.05733 -0.73362
H: -0.65175 -5.44816 -1.94351
H: 3.89189 0.95114 -3.07185
H: -2.40639 8.43050 -9.18858
H: -0.63006 -8.85203 1.56869
H: -6.52607 -2.03960 8.96900
H: 4.83852 5.09507 1.10739
H: -2.65365 -8.30527 5.37971
O: 5.38885 -0.11505 0.70228
O: 2.01503 -3.77209 -4.07928
C: -5.38819 -3.06888 7.32816
H: -4.05940 3.49962 3.28236
C: -2.14490 -2.00502 2.67423
H: -3.45818 -3.30051 3.72702
O: -3.58336 0.97793 1.42271
H: 4.02276 -2.08533 2.62016
C: 4.32923 -0.33303 0.01535
C: 3.30602 -4.55065 -1.21956
H: -1.73531 -5.70666 2.96934
O: 0.04006 1.09349 2.56238
H: 5.58670 2.69867 -1.75373
H: -1.66494 5.80120 -3.31306
H: 4.34361 7.10149 -0.39032
H: 0.24475 5.24020 -7.01231
C: -2.60574 -6.28795 2.57156
H: 2.13168 5.62383 0.93858
H: -4.36803 -0.06788 6.51694
H: -3.00949 6.94419 -5.04368
H: 5.04842 7.20320 2.07117
N: -1.32521 6.25425 -6.03389
H: -2.46442 7.72616 -7.03398
O: -1.03807 0.88992 4.60674
H: -2.78033 -5.83951 -0.68817
H: 6.62174 2.63568 -0.28396
C: -2.19195 -7.85566 4.48660
H: 2.40052 1.69700 -1.89774
H: 0.20728 3.27979 -5.55479
H: 3.02525 3.20993 2.05137
O: 1.42832 -2.01341 -2.89412
O: 2.73069 -5.93294 1.84215
H: 2.13717 -5.86474 3.50564
O: 0.67762 5.18627 -0.60288
H: -4.93580 -0.93377 -0.54499
H: 2.03834 -0.23061 -0.57744
H: -2.39428 -8.57950 0.09782
C: 1.23529 -2.85080 -3.89835
C: -4.45357 -2.77914 6.19175
H: -0.72583 0.87556 5.51540
H: 4.57125 2.42306 3.61585
C: -2.26393 5.19870 -4.02148
H: 6.53023 4.60512 1.22801
N: 1.14819 -0.38523 -1.01771
O: 1.54863 -4.17045 1.28478
H: -6.70945 -2.86405 -2.19414
H: -1.32977 -2.16630 3.39206
H: 2.25310 -1.81342 2.59653
H: 6.07055 1.69348 4.28021
C: 0.35373 -1.21775 -0.06963
C: -3.89104 -1.26138 4.32119
H: 2.96868 -6.00442 0.34207
H: -3.24868 2.47817 -0.60720
H: -3.65601 -7.36896 0.44081
H: 3.12991 -1.58716 -3.43213
H: -1.53345 3.15447 2.51794
H: 4.59202 -1.48035 -2.65914
H: -0.98089 8.17033 -5.28211
C: -1.79621 6.90921 -7.32562
H: 4.22156 -6.34935 -0.84308
O: -4.13951 -2.35883 -3.14515
C: -1.46935 3.86675 -4.28977
C: -1.62507 -8.87000 3.55009
O: 4.41456 -1.10007 -0.93398
H: 4.00118 1.59047 -4.73560
C: -6.17556 -2.10204 4.57228
H: -4.92936 -3.88164 7.89245
C: 2.00771 3.57500 2.17294
O: 0.92134 6.99792 -1.62877
O: 2.37115 0.44382 -4.24763
H: 6.39494 8.27527 1.64827
H: -3.40652 -8.67085 1.59275
H: 4.79033 -0.22315 -6.61917
O: 5.77912 4.49267 -0.75348
O: 1.20566 0.79715 4.62090
H: 4.81125 2.78101 -0.19320
C: 4.56988 0.22211 4.07351
H: -2.11788 3.15613 -4.84419
H: -2.12432 -0.97616 2.29681
H: -3.23715 -5.60070 2.02506
H: 1.89660 -6.87437 -3.63727
O: 1.17725 -6.98305 -1.32311
H: -0.08568 -4.26322 -0.76351
H: -1.58701 -4.01185 -1.73720
N: -4.97552 -1.64613 5.30137
H: 0.51616 4.69254 -4.55323
H: -0.89907 8.51789 -10.15263
H: 1.56685 3.31430 3.13671
C: 3.74771 0.70303 -4.13359
H: 1.36934 3.18649 1.38662
N: 1.87825 5.05599 1.95999
C: 2.26550 -6.73784 -1.64462
O: 3.27070 0.30442 0.36824
H: -2.98009 -1.04034 4.88570
N: 5.27479 7.01812 -0.70149
C: -3.34081 2.74807 3.61669
C: -3.22285 -7.00350 3.78390
C: 1.35443 1.95566 -1.71506
O: 3.27655 5.24311 3.78363
H: -4.96925 -5.22610 -1.89882
C: 1.81179 0.75147 -5.48810
H: -4.89809 -1.47059 8.79231
H: 2.59298 0.36804 3.78918
C: -2.89604 -8.00746 0.88261
C: 5.18738 1.52019 3.66223
N: 3.33994 -0.11010 3.26963
H: 0.91099 5.39866 2.00303
O: 1.64414 -5.03133 3.43117
H: 2.29376 1.64182 -5.94540
H: 1.05597 7.36346 3.43104
H: -1.33006 4.40704 -6.95803
C: -0.61930 4.99857 -6.37205
C: -3.55190 -2.30734 3.28189
H: 1.89618 -0.07730 -6.21174
H: -0.13437 6.93112 -4.37163
C: 6.22916 6.50364 0.42858
H: -6.94562 -2.43605 5.27688
H: -2.38317 -4.59008 0.54712
C: 2.12509 7.28723 3.16240
H: 1.28599 2.72242 -0.95148
H: -4.31010 -0.36194 3.88319
H: -1.16613 3.35972 -3.36550
H: -2.40495 -9.56804 3.21910
C: -0.99389 -8.13408 2.30624
C: 2.80903 -6.96700 -3.06366
H: 3.26219 -7.95175 -2.98425
H: 3.07318 -2.01918 4.14107
H: 3.87175 -4.49171 -2.14533
H: 7.25784 6.59284 0.06359
C: 0.50726 0.79140 -1.38724
C: -1.52120 7.88069 -9.52351
C: 5.79292 5.04946 0.56646

Computed properties:
* Kohn-Sham gap: 8.2 eV
* max |F|: 5.807 eV Å⁻¹
* HOMO: -19.3 eV
* charge: +6

Here are the Löwdin charges for atoms 1 to 2, given in e: number 1, C, carries -0.185; number 2, H, carries 0.159

***

| no. | calculated total energy (eV) |
| --- | --- |
| 1 | -44124.782 |
| 2 | -145743.891 |
| 3 | -20820.388 |
| 4 | -125796.072 |